{
  "formula": "C3H8O2S",
  "method": "wB97M-V/def2-TZVPD",
  "species": ["O", "C", "C", "C", "S", "H", "H", "H", "H", "H", "H", "H", "H", "O"],
  "positions_angstrom": [[0.96, 1.50, 1.36], [0.23, 0.53, 1.62], [0.22, -0.66, 0.48], [-1.04, -0.52, -0.34], [-0.88, -1.60, -1.88], [-0.38, 0.41, 2.60], [0.08, -1.61, 1.19], [1.18, -0.63, -0.12], [-1.85, -0.87, 0.26], [-1.28, 0.46, -0.60], [0.25, -2.20, -1.63], [0.16, 1.60, -0.62], [1.61, 2.04, -1.01], [0.73, 1.56, -1.31]],
  "smiles": "O=CCCS.O",
  "multiplicity": 1,
  "lumo_ev": 0.33,
  "e_homo_ev": -9.21,
  "orbital_gap_ev": 9.54
}

{
  "formula": "C40H41Br2I2N5O4SSn",
  "method": "wB97M-V/def2-TZVPD",
  "species": ["Sn", "I", "C", "C", "C", "I", "C", "O", "C", "C", "N", "C", "C", "C", "C", "C", "C", "N", "C", "H", "H", "H", "H", "H", "H", "H", "H", "H", "H", "H", "C", "C", "C", "C", "C", "C", "Br", "C", "C", "Br", "C", "O", "C", "N", "H", "H", "H", "H", "H", "H", "N", "C", "C", "C", "N", "C", "C", "H", "H", "H", "H", "H", "H", "C", "C", "S", "O", "C", "C", "H", "H", "H", "H", "H", "H", "H", "H", "H", "H", "C", "C", "O", "C", "C", "C", "C", "C", "C", "H", "H", "H", "H", "H", "H", "H", "H"],
  "positions_angstrom": [[0.06, 0.55, -0.22], [-5.91, 1.80, 4.92], [-4.88, 2.12, 3.10], [-5.57, 2.38, 1.94], [-4.86, 2.54, 0.76], [-6.15, 3.23, -0.80], [-3.47, 2.41, 0.67], [-2.91, 0.77, -0.97], [-2.79, 2.33, 1.91], [-1.32, 2.60, 2.15], [-0.45, 1.44, 2.09], [-0.72, 0.41, 3.07], [-1.68, -0.63, 2.57], [-2.49, -1.38, 3.42], [-3.24, -2.41, 2.89], [-3.19, -2.66, 1.53], [-2.38, -1.84, 0.76], [-1.65, -0.86, 1.27], [-3.51, 2.16, 3.08], [-6.65, 2.47, 1.95], [-0.96, 3.34, 1.44], [-1.26, 3.05, 3.16], [0.50, 1.76, 2.20], [0.22, -0.11, 3.24], [-1.07, 0.82, 4.04], [-2.51, -1.16, 4.48], [-3.86, -3.02, 3.53], [-3.74, -3.47, 1.09], [-2.29, -1.97, -0.31], [-2.98, 2.10, 4.02], [-4.19, 0.22, -1.15], [-2.75, 2.17, -0.70], [-3.25, 3.05, -1.81], [-2.69, 4.25, -2.01], [-1.47, 4.60, -1.34], [-0.80, 5.83, -1.39], [-1.73, 7.38, -2.02], [0.51, 5.96, -1.00], [1.20, 4.81, -0.61], [3.05, 4.94, -0.15], [0.62, 3.56, -0.54], [1.28, 2.48, -0.21], [-0.78, 3.49, -0.82], [-1.34, 2.29, -0.62], [-4.76, 0.72, -1.93], [-4.77, 0.21, -0.21], [-4.02, -0.81, -1.45], [-3.94, 2.64, -2.53], [-3.06, 4.91, -2.78], [1.01, 6.91, -1.03], [-0.88, -2.46, -6.41], [-0.63, -1.84, -5.23], [-0.69, -2.54, -4.02], [-0.38, -1.88, -2.85], [-0.02, -0.60, -2.80], [0.03, 0.07, -3.94], [-0.25, -0.49, -5.17], [-1.33, -3.36, -6.40], [-1.03, -1.90, -7.23], [-0.98, -3.58, -4.01], [-0.42, -2.39, -1.89], [0.32, 1.11, -3.86], [-0.19, 0.09, -6.07], [5.13, -1.65, 3.24], [4.39, -0.42, 2.77], [3.14, -0.94, 1.50], [1.98, -0.05, 1.72], [4.01, -0.30, 0.01], [4.15, 1.20, 0.04], [5.93, -1.38, 3.93], [5.57, -2.18, 2.39], [4.45, -2.34, 3.75], [5.06, 0.31, 2.34], [3.83, 0.05, 3.58], [3.37, -0.62, -0.81], [4.96, -0.84, -0.03], [3.26, 1.64, 0.49], [4.22, 1.60, -0.97], [5.03, 1.53, 0.60], [1.30, -3.65, 1.88], [1.58, -3.04, 0.53], [0.81, -2.23, 0.05], [2.76, -3.51, -0.22], [2.87, -3.11, -1.56], [3.94, -3.52, -2.33], [4.92, -4.34, -1.78], [4.82, -4.73, -0.46], [3.75, -4.33, 0.32], [0.43, -3.15, 2.31], [2.15, -3.53, 2.55], [1.09, -4.71, 1.77], [2.10, -2.48, -1.97], [4.01, -3.20, -3.36], [5.75, -4.66, -2.39], [5.58, -5.37, -0.03], [3.69, -4.65, 1.34]],
  "multiplicity": 1,
  "lumo_ev": -0.23,
  "e_homo_ev": -6.01,
  "orbital_gap_ev": 5.79
}

{
  "formula": "C20H55FLiN5O5",
  "method": "wB97M-V/def2-TZVPD",
  "species": ["Li", "F", "C", "C", "C", "O", "C", "N", "H", "H", "H", "H", "H", "H", "H", "H", "H", "H", "H", "C", "C", "C", "O", "C", "N", "H", "H", "H", "H", "H", "H", "H", "H", "H", "H", "H", "C", "C", "C", "O", "C", "N", "H", "H", "H", "H", "H", "H", "H", "H", "H", "H", "H", "C", "C", "C", "O", "C", "N", "H", "H", "H", "H", "H", "H", "H", "H", "H", "H", "H", "C", "C", "C", "O", "C", "N", "H", "H", "H", "H", "H", "H", "H", "H", "H", "H", "H"],
  "positions_angstrom": [[-3.56, -5.24, -3.01], [-1.90, -2.91, -1.03], [-2.15, 4.13, -7.86], [-3.05, 3.77, -6.70], [-4.53, 4.19, -6.98], [-4.65, 5.54, -7.36], [-6.02, 5.87, -7.54], [-2.92, 2.35, -6.33], [-2.50, 3.64, -8.77], [-1.16, 3.70, -7.76], [-2.13, 5.20, -8.02], [-2.56, 4.33, -5.90], [-5.12, 4.06, -6.07], [-5.03, 3.47, -7.63], [-6.63, 5.60, -6.68], [-6.45, 5.39, -8.43], [-6.17, 6.94, -7.71], [-3.35, 2.25, -5.42], [-1.96, 2.09, -6.17], [-1.45, -7.45, 5.89], [-2.07, -6.20, 5.33], [-1.56, -4.87, 5.97], [-1.85, -4.81, 7.28], [-1.46, -3.57, 7.94], [-1.70, -6.21, 3.94], [-0.40, -7.60, 5.62], [-2.01, -8.35, 5.64], [-1.59, -7.52, 6.97], [-3.15, -6.34, 5.37], [-2.03, -4.04, 5.45], [-0.48, -4.77, 5.83], [-1.86, -3.56, 8.95], [-1.70, -2.65, 7.42], [-0.39, -3.73, 8.07], [-0.70, -6.36, 3.86], [-1.88, -5.32, 3.49], [3.88, 2.56, 1.73], [3.38, 1.09, 1.57], [2.91, 0.44, 2.94], [3.85, 0.50, 4.01], [5.14, -0.06, 3.72], [2.21, 1.23, 0.70], [3.08, 3.25, 2.01], [4.32, 2.92, 0.80], [4.68, 2.74, 2.46], [4.18, 0.48, 1.17], [2.64, -0.60, 2.78], [1.93, 0.86, 3.15], [5.65, 0.36, 2.85], [5.02, -1.14, 3.68], [5.64, 0.15, 4.66], [1.48, 0.57, 0.92], [1.69, 2.07, 0.93], [3.73, -7.47, -2.14], [4.51, -6.16, -1.88], [6.03, -6.21, -2.28], [6.87, -7.11, -1.58], [7.08, -6.86, -0.19], [3.78, -5.06, -2.47], [3.99, -7.88, -3.12], [2.66, -7.37, -2.00], [4.06, -8.12, -1.33], [4.37, -6.06, -0.80], [6.54, -5.25, -2.14], [6.05, -6.68, -3.26], [7.37, -5.87, 0.16], [7.84, -7.49, 0.27], [6.16, -7.10, 0.34], [2.83, -5.02, -2.14], [4.14, -4.26, -1.97], [-1.75, 8.02, 1.50], [-2.40, 7.94, 0.14], [-3.68, 7.02, 0.14], [-3.23, 5.67, 0.53], [-4.36, 4.79, 0.77], [-2.69, 9.27, -0.27], [-1.59, 7.06, 1.99], [-2.25, 8.71, 2.18], [-0.77, 8.47, 1.35], [-1.66, 7.48, -0.52], [-4.15, 6.95, -0.84], [-4.40, 7.32, 0.90], [-4.56, 4.90, 1.84], [-4.05, 3.75, 0.62], [-5.13, 5.10, 0.06], [-3.07, 9.25, -1.21], [-1.84, 9.80, -0.38]],
  "multiplicity": 1,
  "lumo_ev": -2.41,
  "e_homo_ev": -7.61,
  "orbital_gap_ev": 5.20
}

{
  "formula": "C27H75AlF2N7O12S2",
  "method": "wB97M-V/def2-TZVPD",
  "species": ["Al", "N", "S", "O", "O", "F", "S", "O", "O", "F", "C", "O", "H", "H", "H", "C", "C", "C", "O", "C", "N", "H", "H", "H", "H", "H", "H", "H", "H", "H", "H", "H", "C", "C", "C", "O", "C", "N", "H", "H", "H", "H", "H", "H", "H", "H", "H", "H", "H", "C", "C", "C", "O", "C", "N", "H", "H", "H", "H", "H", "H", "H", "H", "H", "H", "H", "C", "C", "C", "O", "C", "N", "H", "H", "H", "H", "H", "H", "H", "H", "H", "H", "H", "C", "C", "C", "O", "C", "N", "H", "H", "H", "H", "H", "H", "H", "H", "H", "H", "H", "C", "C", "C", "O", "C", "N", "H", "H", "H", "H", "H", "H", "H", "H", "H", "H", "H", "C", "C", "O", "H", "H", "H", "H", "H", "H"],
  "positions_angstrom": [[-3.02, -0.84, 1.38], [-0.48, 0.19, 0.84], [0.86, -0.37, 0.22], [1.83, -0.83, 1.15], [1.31, 0.14, -1.04], [0.24, -1.79, -0.26], [0.12, 1.79, 0.97], [-0.38, 2.63, -0.07], [1.39, 1.99, 1.56], [-0.80, 2.21, 2.22], [-0.84, -0.45, 4.60], [-1.03, -1.47, 3.80], [-1.77, -0.20, 5.17], [0.01, -0.58, 5.30], [-0.71, 0.50, 4.04], [5.53, 1.91, -1.49], [5.24, 1.23, -0.16], [5.89, -0.15, -0.10], [5.64, -1.02, -1.16], [4.25, -1.20, -1.36], [5.61, 2.14, 0.93], [5.31, 1.27, -2.35], [6.58, 2.20, -1.58], [4.88, 2.79, -1.60], [4.15, 1.16, -0.18], [5.62, -0.68, 0.83], [6.98, 0.00, -0.02], [3.79, -0.37, -1.90], [3.77, -1.37, -0.39], [4.05, -2.07, -1.98], [6.54, 2.50, 0.72], [5.69, 1.59, 1.78], [-1.16, -5.36, -3.87], [0.28, -5.67, -3.41], [1.02, -4.38, -3.04], [0.93, -3.39, -4.02], [0.62, -2.11, -3.51], [0.28, -6.44, -2.17], [-1.11, -4.71, -4.75], [-1.70, -4.93, -3.02], [-1.63, -6.27, -4.24], [0.79, -6.19, -4.22], [2.04, -4.73, -2.83], [0.60, -4.05, -2.07], [1.43, -1.80, -2.84], [-0.35, -1.99, -3.01], [0.54, -1.45, -4.38], [-0.29, -5.91, -1.51], [-0.22, -7.33, -2.19], [-3.45, 2.45, -2.52], [-3.48, 1.23, -1.59], [-2.39, 0.25, -1.97], [-2.48, -0.91, -1.12], [-3.10, -2.03, -1.75], [-3.31, 1.67, -0.22], [-4.26, 3.13, -2.26], [-3.54, 2.26, -3.60], [-2.50, 2.97, -2.40], [-4.39, 0.66, -1.80], [-1.37, 0.63, -1.87], [-2.46, 0.01, -3.03], [-3.95, -1.69, -2.35], [-3.41, -2.71, -0.96], [-2.43, -2.53, -2.45], [-3.98, 2.39, 0.05], [-2.40, 2.13, -0.16], [-4.46, 2.67, 4.86], [-4.31, 1.36, 4.10], [-5.62, 0.72, 3.68], [-5.32, -0.55, 3.14], [-6.43, -1.44, 3.07], [-3.57, 1.65, 2.83], [-5.10, 3.37, 4.33], [-3.53, 3.19, 5.10], [-4.85, 2.45, 5.86], [-3.71, 0.61, 4.61], [-6.14, 1.30, 2.91], [-6.24, 0.74, 4.59], [-6.68, -1.72, 4.10], [-6.10, -2.37, 2.62], [-7.29, -1.02, 2.54], [-4.12, 2.32, 2.29], [-2.75, 2.20, 3.07], [3.13, -0.92, 4.41], [2.19, -2.07, 4.06], [2.89, -3.12, 3.15], [1.92, -4.09, 2.82], [1.86, -4.38, 1.43], [1.77, -2.77, 5.28], [3.82, -1.08, 5.24], [2.57, -0.01, 4.64], [3.72, -0.59, 3.55], [1.32, -1.62, 3.56], [3.65, -3.65, 3.73], [3.26, -2.58, 2.28], [1.17, -3.71, 0.91], [1.49, -5.40, 1.34], [2.82, -4.30, 0.92], [2.55, -3.33, 5.64], [1.79, -2.09, 6.04], [0.83, 3.04, -2.91], [2.12, 3.20, -3.68], [2.62, 1.88, -4.23], [3.97, 1.95, -4.62], [4.54, 0.69, -4.85], [1.93, 4.25, -4.70], [0.42, 4.02, -2.64], [0.92, 2.36, -2.07], [0.00, 2.65, -3.52], [2.88, 3.64, -3.03], [2.00, 1.43, -5.02], [2.47, 1.16, -3.40], [5.52, 0.85, -5.28], [3.98, 0.08, -5.57], [4.60, 0.08, -3.94], [1.20, 4.01, -5.38], [2.81, 4.35, -5.20], [-2.89, 5.06, 1.80], [-4.10, 5.01, 0.88], [-5.05, 3.99, 1.30], [-2.27, 4.17, 1.73], [-3.25, 5.24, 2.82], [-2.30, 5.95, 1.55], [-3.79, 4.65, -0.10], [-4.59, 5.98, 0.77], [-5.72, 4.46, 1.81]],
  "multiplicity": 1,
  "lumo_ev": -8.27,
  "e_homo_ev": -10.39,
  "charge": 1,
  "orbital_gap_ev": 2.12
}

{
  "formula": "C39H60CaN2O8P2Si2",
  "method": "wB97M-V/def2-TZVPD",
  "species": ["Ca", "O", "C", "C", "C", "C", "C", "C", "C", "N", "C", "C", "N", "C", "C", "C", "C", "C", "C", "C", "O", "H", "H", "H", "H", "H", "H", "H", "H", "H", "H", "H", "H", "H", "H", "C", "C", "C", "O", "P", "O", "C", "P", "O", "O", "C", "C", "C", "O", "C", "C", "C", "O", "C", "C", "C", "H", "H", "H", "H", "H", "H", "H", "H", "H", "H", "H", "H", "H", "H", "H", "H", "H", "H", "H", "H", "H", "H", "H", "H", "H", "H", "H", "H", "H", "H", "C", "Si", "C", "C", "C", "C", "C", "C", "C", "Si", "C", "C", "H", "H", "H", "H", "H", "H", "H", "H", "H", "H", "H", "H", "H", "H", "H", "H"],
  "positions_angstrom": [[0.58, -0.35, 1.00], [-0.38, 1.55, 1.50], [0.18, 2.69, 1.62], [-0.44, 3.87, 1.09], [0.10, 5.12, 1.22], [1.30, 5.31, 1.92], [1.92, 4.21, 2.46], [1.41, 2.91, 2.33], [2.15, 1.84, 2.95], [1.87, 0.60, 2.92], [2.71, -0.32, 3.63], [1.85, -1.19, 4.57], [0.78, -1.76, 3.82], [0.80, -3.01, 3.56], [-0.07, -3.67, 2.60], [-0.01, -5.07, 2.52], [-0.64, -5.77, 1.53], [-1.35, -5.05, 0.55], [-1.43, -3.69, 0.60], [-0.81, -2.91, 1.63], [-0.93, -1.64, 1.68], [-1.38, 3.74, 0.57], [-0.41, 5.98, 0.79], [1.73, 6.30, 2.03], [2.85, 4.34, 3.01], [3.05, 2.17, 3.51], [3.49, 0.19, 4.22], [3.18, -1.00, 2.91], [1.44, -0.54, 5.35], [2.51, -1.94, 5.05], [1.55, -3.66, 4.04], [0.58, -5.60, 3.27], [-0.58, -6.86, 1.48], [-1.83, -5.59, -0.26], [-1.96, -3.15, -0.17], [4.85, 0.67, -3.55], [4.25, 1.34, -2.31], [4.75, 0.63, -1.05], [2.86, 1.43, -2.47], [1.61, 0.64, -1.56], [2.01, 0.91, -0.15], [1.76, -0.94, -2.48], [0.37, -1.82, -1.59], [-0.04, -0.44, -0.94], [-0.78, -1.53, -2.99], [-1.12, -2.40, -4.00], [0.10, -2.87, -4.82], [-2.13, -1.68, -4.90], [1.85, -1.95, 0.08], [2.58, -3.08, 0.37], [4.09, -2.78, 0.48], [2.39, -4.22, -0.65], [0.46, 1.59, -2.15], [0.43, 2.72, -3.01], [1.23, 3.91, -2.48], [0.80, 2.36, -4.44], [5.94, 0.75, -3.53], [4.48, 1.17, -4.46], [4.57, -0.38, -3.59], [4.63, 2.37, -2.28], [4.36, -0.38, -1.00], [4.39, 1.15, -0.16], [5.84, 0.61, -1.05], [2.76, -1.37, -2.43], [1.51, -0.72, -3.52], [-1.60, -3.32, -3.60], [0.58, -2.01, -5.30], [-0.21, -3.57, -5.60], [0.82, -3.35, -4.17], [-1.64, -0.81, -5.34], [-2.95, -1.33, -4.27], [-2.52, -2.33, -5.69], [2.28, -3.50, 1.35], [4.49, -2.54, -0.50], [4.62, -3.65, 0.88], [4.25, -1.93, 1.15], [2.67, -3.86, -1.65], [1.35, -4.53, -0.67], [3.02, -5.07, -0.39], [-0.63, 3.01, -3.00], [2.30, 3.71, -2.56], [0.99, 4.07, -1.43], [0.98, 4.80, -3.05], [1.84, 2.04, -4.48], [0.66, 3.23, -5.09], [0.17, 1.54, -4.80], [-2.65, 1.70, -1.23], [-3.37, 0.79, 0.26], [-3.90, -0.91, -0.39], [-4.97, 1.67, 0.91], [-6.16, 2.12, 0.35], [-7.13, 2.71, 1.15], [-6.91, 2.84, 2.52], [-5.73, 2.39, 3.09], [-4.75, 1.80, 2.29], [-2.99, 1.06, 2.58], [-3.15, -0.52, 3.62], [-2.10, 2.27, 3.74], [-3.42, 2.18, -1.85], [-2.09, 0.98, -1.84], [-1.94, 2.46, -0.91], [-4.66, -0.82, -1.17], [-4.29, -1.55, 0.40], [-3.02, -1.39, -0.82], [-6.35, 2.01, -0.72], [-8.06, 3.07, 0.72], [-7.67, 3.31, 3.14], [-5.57, 2.50, 4.16], [-3.56, -0.31, 4.62], [-2.15, -0.96, 3.73], [-3.79, -1.26, 3.13], [-2.62, 2.32, 4.70], [-2.05, 3.28, 3.31], [-1.08, 1.93, 3.90]],
  "multiplicity": 1,
  "lumo_ev": 4.48,
  "e_homo_ev": -1.81,
  "charge": -2,
  "orbital_gap_ev": 6.29
}